The following is a DFT calculation (ωB97M-V/def2-TZVPD) of a 2-piece molecular cluster, C24H30N4O5 overall.

```
63
Properties=species:S:1:pos:R:3:forces:R:3
O -2.1717 4.4916 -0.1133 -0.30 -0.03 0.98
O -3.5423 1.9342 4.3440 0.08 0.14 -0.96
O 4.6401 -4.2311 -4.8718 -0.20 0.21 0.25
O 4.0483 -2.6880 -1.1296 -0.43 -0.26 -0.48
O -4.6460 5.1802 4.7096 -0.21 0.00 -0.03
C -2.5101 3.9252 0.9251 0.48 0.32 -1.31
C -3.2758 2.5215 3.2972 0.01 -0.62 1.23
C 3.5247 -4.7273 -4.8731 1.67 -0.25 -1.06
C 3.6684 -3.5855 -1.8752 0.55 0.91 0.50
C -3.0812 1.7618 2.0124 0.29 0.95 -2.18
C -2.6641 4.6778 2.2158 -0.88 -0.48 2.30
C -2.7256 2.4646 0.8607 -0.67 -1.71 1.73
C -3.0671 3.9840 3.3562 0.68 1.38 -1.87
C 0.9851 0.3771 0.2537 0.12 -0.69 -0.60
C 1.0156 -0.9459 0.7268 0.09 0.14 -1.01
C 1.0525 0.6287 -1.1276 0.04 -0.92 0.28
C 1.1003 -2.0162 -0.1812 0.03 1.13 -0.28
C 1.1454 -0.4420 -2.0359 -0.06 -0.13 1.15
C 1.1716 -1.7695 -1.5661 0.07 0.26 0.32
N 4.0945 -4.8465 -1.7166 -0.32 -1.08 -0.27
N -3.2504 0.3611 1.8674 -0.06 0.62 0.56
N -2.4734 6.0769 2.3556 0.02 -0.79 -0.77
N 2.5624 -4.3586 -4.0278 -1.00 0.51 1.28
C 3.1867 -5.8333 -5.8457 -0.02 0.09 0.03
C -2.5508 1.7878 -0.4973 -0.01 0.31 0.42
C -3.2997 4.7021 4.6741 0.01 0.06 0.27
C 5.0479 -5.2693 -0.6917 -0.16 0.58 -0.17
C -2.1176 -0.5042 2.1353 -1.16 -0.98 0.62
C -3.4801 -0.6380 2.9007 1.68 -0.08 -0.13
C -1.8498 6.9829 1.4026 1.33 -0.29 1.07
C -1.1825 6.5944 2.7675 -0.30 1.08 -1.10
C 1.2757 -2.9294 -2.5429 0.01 0.21 0.41
C 2.6942 -3.2732 -3.0385 0.01 -0.27 -0.23
H -4.8174 5.6632 5.5332 0.30 -0.30 -0.32
H 0.9282 1.2019 0.9501 -0.02 0.04 0.04
H 0.9985 -1.1404 1.7893 -0.04 -0.03 0.07
H 1.0442 1.6468 -1.4911 -0.02 0.03 -0.03
H 1.1432 -3.0289 0.1907 0.00 -0.13 0.00
H 1.2048 -0.2411 -3.0955 0.00 -0.01 -0.13
H 3.8039 -5.5194 -2.4057 0.07 0.01 0.06
H 1.6665 -4.8103 -4.1086 -0.05 0.04 0.04
H 4.0663 -6.0475 -6.4526 -0.13 0.07 0.13
H 2.8971 -6.7275 -5.2968 -0.15 -0.13 -0.09
H 2.3728 -5.5106 -6.4922 -0.13 -0.16 -0.06
H -2.6996 0.7058 -0.4735 -0.03 0.27 0.34
H -3.2721 2.2049 -1.2071 0.19 0.09 0.05
H -1.5434 1.9746 -0.8802 -0.18 0.09 -0.02
H -3.1114 4.0373 5.5232 -0.07 -0.21 -0.27
H -2.6147 5.5457 4.7921 0.07 -0.06 -0.29
H 4.6664 -5.0111 0.2983 0.08 -0.02 -0.07
H 5.2134 -6.3457 -0.7470 -0.15 0.14 -0.12
H 5.9979 -4.7517 -0.8439 -0.04 -0.06 0.10
H -1.2545 -0.1107 2.6818 -0.46 0.06 -0.04
H -1.8539 -1.2329 1.3622 -0.19 0.33 0.17
H -3.4754 -0.4176 3.9709 0.08 0.37 -0.54
H -4.1627 -1.4539 2.6438 0.25 0.41 -0.29
H -2.3164 7.9662 1.2871 -0.02 -0.43 0.35
H -1.3370 6.6501 0.4967 -0.37 -0.30 0.46
H -1.1687 7.3221 3.5846 -0.21 -0.28 -0.23
H -0.3032 5.9420 2.7452 -0.42 0.07 -0.21
H 0.6549 -2.6940 -3.4089 0.08 -0.07 -0.14
H 0.8482 -3.8159 -2.0715 -0.04 -0.11 0.03
H 3.0988 -2.3952 -3.5446 0.19 -0.06 0.08
```
Forces are in eV/Å.

Summary:
Energy, eV: -41569.5261
Charge: 0
Structure (SMILES): CC1=C(N2CC2)C(=O)C(CO)=C(N2CC2)C1=O.CNC(=O)[C@H](Cc1ccccc1)NC(C)=O
ΔE to the lowest compared entry with this formula, charge and spin, kcal/mol: 147.67
HOMO, eV: -8.582
Molar mass, g mol⁻¹: 454.527
Orbital gap, hartree: 0.2701

Here are the Mulliken charges for atoms 1 to 4, given in e:
1 O -0.664
2 O -0.680
3 O -0.617
4 O -0.672